Entry 1:
DFT (the ωB97M-V functional and the def2-TZVPD basis) results for 4 unconnected molecules or ions with the total composition C29H60FN5O17P3S at a distorted geometry.

Each line ends with the Löwdin charge.
Positions of all 116 atoms, in Å:
C1 6.76943 1.87196 -0.65818  -0.077
C2 6.17065 0.50188 -0.14423  -0.251
N1 5.11464 -0.06309 -1.02743  -0.074
C3 4.75584 -1.37998 -0.42214  -0.153
C4 3.22245 -1.77918 -0.64200  -0.155
N2 2.35908 -0.62806 -0.32215  -0.085
C5 2.25892 -0.57006 1.15832  -0.159
C6 2.89584 0.81799 1.63608  -0.174
C7 1.84195 1.88503 2.09332  -0.173
C8 2.55890 3.31924 1.96589  -0.188
C9 2.27323 4.02033 0.57939  -0.208
C10 3.29863 3.62128 -0.53878  -0.279
C11 2.96456 4.26711 -1.95644  -0.423
S1 4.22307 3.55424 -3.13553  0.960
C12 5.47882 4.83926 -3.27972  -0.614
N3 6.51876 4.97597 -4.12643  0.025
N4 7.08239 6.17367 -3.76823  -0.003
C13 6.41895 6.71127 -2.75556  -0.150
O1 5.37352 5.87324 -2.39016  -0.038
C14 1.05584 -0.67174 -1.01707  -0.313
C15 -0.03050 0.33628 -0.52320  -0.182
N5 0.17160 1.73873 -1.00581  0.010
C16 1.31803 -0.29695 -2.56238  -0.006
C17 0.00620 -0.35179 -3.44193  -0.395
O2 -0.15785 -1.22983 -4.21543  0.132
F1 -0.97679 0.63428 -3.39198  0.029
C18 0.48998 -2.16144 -1.00141  -0.623
O3 -0.13655 -2.56250 0.01486  -0.054
O4 0.68814 -2.99795 -1.96850  -0.080
C19 5.66140 -0.36556 -2.35569  -0.454
C20 7.04349 -1.11011 -2.56882  -0.007
O5 5.00897 -0.06781 -3.32177  0.092
H1 7.89476 1.84108 -0.59994  0.075
H2 6.44287 2.17201 -1.68198  0.049
H3 6.47042 2.67467 0.07530  0.066
H4 7.03722 -0.21467 -0.01612  0.104
H5 5.77340 0.68016 0.88915  0.105
H6 5.38391 -2.24451 -0.76463  0.124
H7 4.89835 -1.28240 0.68545  0.108
H8 3.16645 -2.09822 -1.71769  0.120
H9 2.96539 -2.71178 -0.05551  0.139
H10 2.92429 -1.35477 1.62440  0.110
H11 1.24189 -0.75957 1.57751  0.116
H12 3.53663 0.59267 2.54405  0.111
H13 3.60287 1.15701 0.84376  0.069
H14 1.57245 1.73740 3.16636  0.107
H15 0.92871 1.95619 1.45860  0.079
H16 2.31372 3.97049 2.84180  0.100
H17 3.66355 3.11632 2.00502  0.098
H18 1.22665 3.89182 0.20754  0.094
H19 2.40339 5.13130 0.75229  0.112
H20 3.34007 2.50953 -0.73642  0.086
H21 4.34942 3.94586 -0.29698  0.102
H22 1.93983 3.94447 -2.29696  0.085
H23 2.98669 5.38208 -1.94150  0.081
H24 6.55333 7.66240 -2.21230  0.130
H25 -0.18330 0.37918 0.58397  0.096
H26 -1.02163 0.00349 -0.94976  0.120
H27 1.14757 1.95873 -0.79775  0.030
H28 -0.46310 2.32747 -0.45904  0.072
H29 1.77740 0.72896 -2.65663  0.115
H30 2.01851 -0.99752 -3.06539  0.114
H31 7.82910 -0.44120 -2.98961  0.087
H32 7.42564 -1.51940 -1.59308  0.063
H33 6.81594 -2.00182 -3.20622  0.091
C21 0.06744 -0.36749 7.03425  -0.137
O6 -1.29898 -0.56446 6.67619  -0.306
P1 -1.62048 -0.43266 5.00236  0.697
O7 -1.37771 1.06442 5.01377  -0.283
O8 -3.21236 -0.72255 5.28248  -0.271
C22 -3.74441 -1.11682 6.53876  -0.115
O9 -1.89665 -0.39892 3.33066  -0.248
C23 -2.98917 -1.09203 2.73288  -0.109
H34 0.16753 -0.53230 8.10771  0.083
H35 0.70321 -1.08082 6.50642  0.080
H36 0.38236 0.65120 6.80322  0.078
H37 -3.69832 -0.28723 7.24469  0.090
H38 -3.22750 -1.99339 6.92890  0.083
H39 -4.79348 -1.38214 6.39263  0.090
H40 -3.92621 -0.57689 2.94565  0.088
H41 -3.02921 -2.12383 3.07883  0.090
H42 -2.84399 -1.08822 1.65158  0.081
C24 -6.12209 -6.56525 -1.90547  -0.147
O10 -4.87293 -6.16517 -1.35099  -0.300
P2 -3.87245 -5.28528 -2.42072  0.658
O11 -3.58206 -6.46382 -3.32507  -0.287
O12 -2.71081 -5.15705 -1.27511  -0.259
C25 -2.84428 -5.60736 0.06251  -0.111
O13 -3.05988 -4.17395 -3.39407  -0.236
C26 -2.16705 -3.20655 -2.81940  -0.105
H43 -6.70048 -7.06270 -1.12544  0.081
H44 -6.67796 -5.69247 -2.25509  0.077
H45 -5.97087 -7.26303 -2.73105  0.077
H46 -2.85029 -6.69803 0.09489  0.087
H47 -3.73908 -5.19554 0.53056  0.079
H48 -1.97708 -5.25327 0.62343  0.090
H49 -1.24348 -3.68379 -2.49622  0.072
H50 -2.64354 -2.68815 -1.98591  0.080
H51 -1.91414 -2.47798 -3.58744  0.070
C27 -4.68928 -0.15124 -1.05584  -0.124
O14 -6.02051 0.31659 -1.25870  -0.295
P3 -6.72013 1.06309 0.11189  0.703
O15 -6.79572 -0.26427 0.83942  -0.273
O16 -8.11216 1.31545 -0.72317  -0.282
C28 -8.25493 1.09102 -2.11989  -0.110
O17 -7.37266 1.87040 1.45807  -0.253
C29 -8.40877 2.83457 1.31228  -0.137
H52 -4.31750 -0.56023 -1.99554  0.089
H53 -4.04786 0.67635 -0.74846  0.083
H54 -4.67113 -0.93625 -0.29884  0.073
H55 -8.23467 0.02255 -2.33359  0.093
H56 -7.48708 1.61862 -2.68494  0.086
H57 -9.22738 1.48187 -2.42713  0.087
H58 -9.35328 2.34228 1.08133  0.087
H59 -8.15874 3.56496 0.54333  0.084
H60 -8.52583 3.35457 2.26474  0.085

Force components x, y, z for each atom (eV/Å):
C 0.243 0.131 0.855
C 1.120 0.678 -0.049
N 1.682 -1.069 0.498
C -1.812 -0.666 1.077
C 1.441 -0.107 -1.317
N -0.561 -0.940 0.787
C 1.250 0.884 0.830
C -0.787 -1.223 0.951
C 1.374 1.544 -0.296
C -0.163 -0.823 -0.297
C 0.819 0.912 0.317
C -0.235 0.101 -0.904
C 0.059 -0.305 0.995
S 0.427 0.979 -0.447
C 0.193 0.085 -0.234
N -2.547 -0.100 2.138
N -0.208 1.797 1.650
C 0.234 -1.843 -1.561
O 0.904 0.275 -0.797
C -0.595 -0.437 -2.135
C -0.961 0.056 0.221
N 0.344 -0.742 0.270
C -0.528 1.086 0.068
C 1.164 -0.650 0.018
O -0.321 0.404 -0.276
F 1.041 -0.466 0.458
C -0.862 -3.332 -0.677
O 0.251 1.675 0.543
O 0.767 2.866 0.987
C 0.153 0.361 -0.634
C -0.597 -0.422 1.274
O 0.317 -0.230 0.295
H -1.094 -0.008 -0.301
H 0.211 -0.352 0.800
H 0.151 -0.611 -0.962
H -0.838 0.486 -0.072
H -0.004 -0.375 -1.057
H -0.294 0.741 0.199
H 0.084 -0.080 -0.893
H -0.427 0.531 0.938
H 0.294 0.923 -0.414
H -0.800 0.512 -0.667
H 0.662 0.255 -0.544
H -0.559 0.348 -0.807
H -0.843 -0.101 0.471
H -0.050 -0.124 -0.944
H 0.626 -0.489 0.615
H 0.009 -0.369 -0.874
H -0.833 0.384 0.136
H 0.772 -0.085 0.468
H -0.194 -0.982 -0.304
H -0.076 1.005 0.443
H -1.024 -0.333 0.079
H 1.146 0.156 0.078
H 0.136 -0.899 -0.090
H -0.035 -0.898 -0.555
H 0.328 -0.666 -0.769
H 1.046 0.084 0.425
H -0.434 0.353 0.129
H 0.604 -0.045 -0.199
H -0.581 -0.927 0.281
H -0.806 0.289 0.528
H -0.833 -0.493 0.077
H -0.260 0.441 -0.912
H 0.365 1.010 0.232
C 0.213 0.117 0.151
O 1.478 -2.821 -1.281
P -5.039 7.596 0.560
O 1.633 -0.694 -0.220
O 0.725 -1.248 -0.082
C -0.348 -0.121 0.080
O 1.186 -2.422 1.108
C -0.100 -0.318 -0.582
H -0.146 -0.088 -0.058
H 0.137 0.062 0.150
H -0.086 -0.036 -0.121
H 0.145 -0.094 0.061
H -0.015 0.155 0.121
H 0.085 0.063 -0.243
H 0.058 -0.056 0.247
H -0.189 0.024 -0.117
H 0.345 -0.089 0.093
C -0.162 -0.187 -0.044
O -1.402 2.829 -0.592
P 6.838 -5.286 -0.636
O -1.618 0.849 -0.353
O -1.246 0.670 0.131
C 0.326 0.071 0.339
O -2.756 0.496 1.329
C 0.148 0.589 -0.062
H 0.107 0.106 0.066
H -0.169 -0.143 -0.001
H 0.095 0.099 -0.032
H -0.202 0.009 0.016
H 0.010 -0.188 0.003
H 0.049 0.138 -0.290
H -0.159 -0.001 0.151
H 0.213 -0.034 0.098
H -0.297 -0.156 -0.134
C 0.475 -0.302 -0.002
O 1.430 3.233 0.222
P -5.926 -6.945 0.939
O 1.450 0.760 0.652
O 0.894 1.095 -0.237
C -0.252 0.063 -0.281
O 1.730 1.659 -1.510
C -0.003 0.478 0.296
H -0.121 0.153 -0.041
H 0.198 -0.170 -0.097
H -0.091 0.091 0.045
H 0.180 0.050 -0.045
H -0.013 -0.209 -0.031
H 0.011 0.059 0.259
H 0.110 -0.041 -0.183
H -0.228 0.020 0.006
H 0.248 -0.043 0.010

Summary:
LUMO (eV): -0.63
E_tot (a.u.): -4215.75215
Total charge: -1
Highest occupied orbital energy (eV): -4.913
Maximum force (eV Å⁻¹): 9.2
Orbital gap (eV): 4.28


Entry 2:
DFT (the ωB97M-V functional and the def2-TZVPD basis) results for a molecular structure, C29H60InN3O5 at a distorted geometry.

Each line ends with the Löwdin charge.
Positions of all 98 atoms, in Å:
In1 -10.24978 -9.73288 -1.93038  1.046
C1 -12.00408 -13.07651 1.63756  0.040
C2 -11.43638 -12.20008 0.46912  -0.688
O1 -11.61302 -10.98745 0.38126  -0.053
O2 -10.62481 -12.70890 -0.32435  0.085
H1 -13.08329 -12.92412 1.62387  0.061
H2 -11.72479 -12.50510 2.52276  0.098
H3 -11.58802 -14.08166 1.70580  0.086
C3 -13.61366 -8.99272 -0.32351  -0.066
C4 -14.30377 -8.67410 -1.60477  -0.506
C5 -14.45585 -7.13107 -1.65760  -0.098
C6 -14.87667 -6.58601 -3.05183  -0.180
C7 -13.87436 -7.01035 -4.02101  -0.174
C8 -13.79774 -8.53212 -4.13561  -0.449
N1 -13.47107 -9.11463 -2.72187  -0.092
O3 -13.22759 -10.50211 -2.74065  -0.119
C9 -14.98517 -9.02256 -4.89810  -0.046
C10 -12.60039 -8.91388 -5.04682  -0.046
C11 -15.74243 -9.32944 -1.73320  0.009
H4 -12.61364 -8.59363 -0.15383  0.076
H5 -13.73704 -10.06948 -0.20755  0.067
H6 -14.15148 -8.54122 0.51015  0.077
H7 -15.07755 -6.85099 -0.80723  0.124
H8 -13.50594 -6.69026 -1.35518  0.120
H9 -14.87690 -5.49679 -3.09295  0.126
H10 -15.87146 -6.87196 -3.39349  0.109
H11 -12.87900 -6.63459 -3.78401  0.126
H12 -14.15816 -6.44239 -4.90699  0.143
H13 -15.20346 -10.04877 -4.60256  0.085
H14 -15.94748 -8.59731 -4.61311  0.073
H15 -15.03735 -8.78448 -5.96050  0.108
H16 -11.80044 -8.17703 -4.97472  0.078
H17 -12.24551 -9.94266 -5.10813  0.082
H18 -12.86073 -8.74498 -6.09171  0.085
H19 -16.31332 -8.82119 -2.51030  0.070
H20 -16.41299 -9.35374 -0.87421  0.070
H21 -15.67159 -10.40601 -1.88831  0.068
H22 -13.93002 -10.90681 -3.25485  0.075
C12 -13.47928 -14.17562 -2.54007  0.018
C13 -13.87598 -15.40631 -1.59472  -0.380
C14 -14.69918 -16.38444 -2.47843  -0.176
C15 -14.96251 -17.62364 -1.82822  -0.186
C16 -13.57941 -18.41715 -1.58888  -0.063
C17 -12.69625 -17.54781 -0.58594  -0.410
N2 -12.65930 -16.12868 -1.16818  0.054
O4 -11.74025 -15.37440 -0.42944  0.077
C18 -13.24502 -17.49467 0.86634  -0.003
C19 -11.30587 -18.25882 -0.49165  -0.010
C20 -14.72401 -14.79525 -0.39477  0.003
H23 -14.35736 -13.53006 -2.52201  0.073
H24 -13.25409 -14.50161 -3.55551  0.097
H25 -12.83930 -13.41259 -2.09700  0.072
H26 -15.73966 -16.08069 -2.59351  0.146
H27 -14.13899 -16.60551 -3.38696  0.141
H28 -15.45044 -18.21128 -2.60585  0.131
H29 -15.52340 -17.53796 -0.89754  0.116
H30 -12.94095 -18.75837 -2.40375  0.124
H31 -13.82055 -19.35072 -1.08054  0.120
H32 -12.79127 -16.80160 1.57477  0.089
H33 -14.28761 -17.17918 0.90611  0.075
H34 -13.07790 -18.46852 1.32655  0.108
H35 -10.82072 -18.06930 -1.44915  0.098
H36 -10.67678 -17.79971 0.27095  0.087
H37 -11.44477 -19.29081 -0.16950  0.103
H38 -15.09556 -13.80495 -0.65812  0.074
H39 -14.11829 -14.69401 0.50576  0.058
H40 -15.64582 -15.27995 -0.07315  0.096
H41 -12.44175 -15.10293 0.16704  0.043
C21 -17.96637 -13.58934 3.32825  -0.032
C22 -17.23805 -12.31046 2.86560  -0.411
C23 -18.34442 -11.22670 2.71845  -0.102
C24 -17.83380 -9.71336 2.62464  -0.140
C25 -16.84967 -9.55912 3.75420  -0.177
C26 -15.70087 -10.51618 3.92035  -0.465
N3 -16.10914 -11.91789 3.80056  0.025
O5 -15.01486 -12.84629 4.04124  0.036
C27 -14.57438 -10.10006 2.86734  0.022
C28 -15.28020 -10.30212 5.37061  -0.017
C29 -16.66823 -12.63336 1.40410  -0.009
H42 -18.85551 -13.89600 2.77736  0.102
H43 -18.26270 -13.54819 4.37638  0.091
H44 -17.18098 -14.34296 3.38578  0.078
H45 -18.90011 -11.37834 1.79307  0.127
H46 -18.95475 -11.20135 3.62119  0.124
H47 -18.71423 -9.07927 2.72900  0.121
H48 -17.49355 -9.56701 1.59950  0.092
H49 -17.50184 -9.50806 4.62608  0.127
H50 -16.44332 -8.55396 3.86663  0.133
H51 -13.55668 -10.12385 3.25698  0.089
H52 -14.62086 -10.78003 2.01669  0.057
H53 -14.61572 -9.05890 2.54737  0.079
H54 -14.64060 -11.14041 5.64681  0.078
H55 -14.68175 -9.39194 5.40971  0.104
H56 -16.00450 -10.31217 6.18511  0.102
H57 -17.37889 -13.21612 0.81805  0.095
H58 -15.71956 -13.16310 1.31742  0.039
H59 -16.40372 -11.69699 0.91283  0.067
H60 -15.13819 -13.19782 4.92602  0.118

Force components x, y, z for each atom (eV/Å):
In -0.726 -0.282 0.223
C 0.167 2.212 -0.819
C 0.553 -1.865 1.553
O -0.645 1.481 0.087
O 0.299 -0.961 -1.023
H -0.210 -0.732 -0.070
H 0.307 -0.189 0.213
H -0.271 0.049 -0.162
C -1.049 -0.742 1.061
C -1.697 0.788 -0.538
C -0.280 -0.002 -0.447
C -0.359 0.678 2.218
C 1.183 -0.177 -0.756
C 1.970 -0.296 -0.686
N 0.401 1.860 -1.767
O 0.092 0.085 0.177
C -2.655 -0.639 1.106
C 0.215 0.900 -0.868
C 0.445 -0.019 0.475
H 0.255 -0.396 -0.678
H 0.829 -0.001 0.425
H -0.410 0.007 -0.074
H -0.582 -0.043 -0.277
H 0.359 0.051 -0.434
H -0.158 0.106 0.532
H -0.096 -0.200 0.355
H 0.089 0.086 0.353
H 0.277 -0.906 -0.858
H 0.236 -0.597 -0.945
H 0.044 0.528 0.609
H 0.878 -0.643 -0.020
H 0.494 -0.340 0.689
H -0.024 -0.028 0.798
H -0.502 0.103 -0.043
H 0.163 -0.370 -0.117
H 0.392 0.773 0.592
H 0.241 -0.109 -0.703
H -0.415 -0.303 -0.208
C -0.916 0.080 1.255
C -0.129 0.946 -1.348
C 0.283 2.118 0.407
C 2.460 -4.535 0.032
C -1.025 1.307 2.472
C 0.072 -1.423 -1.008
N 0.652 -0.732 1.099
O -1.718 -1.077 -1.184
C -0.682 0.516 0.105
C -0.225 1.873 -0.052
C 0.282 0.120 0.067
H -0.632 -0.528 -0.696
H 0.327 0.182 0.278
H 1.100 -0.721 -0.010
H 0.385 1.453 -0.900
H -0.365 0.525 -0.283
H -0.733 -0.340 0.612
H -0.092 -0.287 -0.160
H -0.424 0.700 -0.588
H 0.025 0.019 0.300
H 0.746 0.200 -0.420
H -0.230 -0.573 -0.149
H -0.357 -0.111 -0.231
H 0.220 -0.788 -0.002
H -0.039 0.151 0.015
H -0.086 -0.003 -0.630
H 0.464 0.093 -0.195
H -0.013 0.135 0.129
H 0.251 -0.868 -0.329
H 0.524 1.699 1.323
C 1.456 -0.296 1.446
C 0.092 -0.780 -0.925
C 1.316 2.323 0.352
C -0.150 -2.196 -0.729
C -1.536 1.550 0.165
C -0.073 0.267 0.244
N -0.444 -0.329 -0.542
O -1.723 1.334 -1.666
C 0.334 -0.628 0.526
C 1.883 -0.649 0.478
C 0.665 0.669 0.221
H 0.435 0.220 -0.421
H -0.248 0.577 0.076
H -0.304 -0.626 -0.551
H -0.240 -0.631 0.372
H -0.330 -0.602 -0.211
H 0.165 0.087 0.212
H 0.571 0.260 0.051
H 0.061 -0.834 0.442
H 0.372 0.095 -0.610
H -0.023 -0.657 0.397
H 0.014 0.257 -0.099
H -0.837 -0.098 -0.028
H 0.554 0.270 0.008
H -0.046 0.002 0.254
H -0.672 0.302 -0.684
H -0.309 0.288 0.125
H -0.051 -0.348 0.998
H -0.533 0.235 -0.230
H -0.338 -0.056 0.446

Summary:
LUMO (eV): -11.01
E_tot (a.u.): -1870.57116
Total charge: +2
Highest occupied orbital energy (eV): -13.226
Maximum force (eV Å⁻¹): 5.2
Orbital gap (eV): 2.22
ΔE to the lowest compared entry with this formula, charge and spin (kcal per mole): 85.4